1.
DFT (ωB97M-V/def2-TZVPD) results for a 11-piece molecular cluster, C64H141B3F12N7O3 overall at a distorted geometry.

Properties
highest occupied orbital energy	-13.615	eV
charge	+3
gap between HOMO and LUMO	7.01	eV

CARTESIAN COORDINATES (ANGSTROEM)
F  -2.987  -0.607  5.928
F  -1.733  -2.193  4.984
F  3.008  2.529  2.988
F  4.345  -4.675  2.258
F  4.136  0.733  3.582
F  -1.041  -0.032  4.695
F  5.863  -6.023  1.659
F  3.411  0.900  1.529
F  4.122  -6.895  2.890
F  5.146  2.252  2.247
F  5.594  -5.531  3.879
F  -2.868  -0.647  3.739
O  -1.306  -2.541  -1.470
O  -0.947  -4.274  -2.643
O  -2.036  -4.574  -0.731
N  4.264  4.287  -1.457
N  1.272  -0.197  8.121
N  2.696  -5.121  -1.826
N  -0.129  0.035  1.045
N  -2.496  -0.724  -5.492
N  -6.011  -3.611  -0.076
N  -1.056  6.455  -3.818
C  -0.982  5.615  -5.072
C  -7.038  -4.819  -0.121
C  -5.089  -3.543  -1.317
C  0.305  1.265  1.978
C  -0.274  -0.033  8.177
C  0.423  6.739  -3.374
C  0.364  8.968  -4.569
C  1.255  -1.720  -4.526
C  1.687  0.233  6.693
C  -3.840  -1.271  -4.957
C  -0.139  -1.360  1.838
C  1.194  -2.579  7.334
C  -2.431  -1.062  -6.973
C  4.210  4.400  -2.977
C  1.733  -1.620  8.390
C  -7.931  -4.805  -1.435
C  0.158  -1.026  -5.343
C  6.071  0.601  -0.992
C  5.795  2.163  -1.183
C  2.522  2.483  7.688
C  1.876  2.186  8.969
C  1.856  0.674  9.309
C  1.252  -1.906  2.299
C  4.385  2.743  -1.014
C  -3.725  4.894  -1.276
C  -6.777  -2.228  -0.075
C  -4.051  0.626  -3.278
C  5.497  5.288  0.490
C  2.973  4.981  0.631
C  -4.318  -2.476  1.559
C  -5.911  -1.012  0.329
C  1.316  -4.082  7.830
C  -1.210  2.830  0.792
C  5.028  -4.312  -0.957
C  -1.714  5.671  -2.619
C  1.000  -6.337  -0.358
C  1.154  7.671  -4.313
C  -5.136  -1.112  1.660
C  2.295  -3.721  -1.466
C  -2.743  1.255  -3.853
C  5.442  5.222  -1.018
C  0.182  2.621  1.258
C  4.504  -2.844  -0.736
C  1.214  -3.259  2.988
C  -1.078  8.711  -5.115
C  4.205  5.789  1.120
C  -1.870  7.810  -4.104
C  1.627  -6.240  -1.735
C  3.090  -5.200  -3.307
C  3.903  -5.433  -0.869
C  3.361  -2.604  -1.693
C  -0.301  -7.128  -0.357
C  -8.530  -6.149  -1.697
C  -3.986  -0.931  -3.433
C  -2.455  0.813  -5.270
C  1.832  1.697  6.534
C  -5.096  -3.751  1.206
C  -1.256  -1.332  -4.785
C  0.794  -0.029  -0.198
C  -3.187  5.439  -2.602
C  -1.700  1.699  -0.087
C  2.956  4.827  -0.873
C  -1.443  -3.768  -1.636
C  -1.638  0.352  0.612
B  -2.125  -0.884  4.879
B  3.946  1.614  2.553
B  4.971  -5.811  2.696
H  1.360  0.447  10.252
H  -1.273  4.674  -2.601
H  3.120  4.000  1.082
H  -3.188  -1.343  -2.815
H  -1.269  -1.067  -3.727
H  -9.323  -6.304  -0.966
H  -1.939  -0.521  0.034
H  -3.991  -2.672  2.580
H  4.347  5.843  2.199
H  -4.662  -0.894  -5.566
H  2.855  0.281  9.499
H  -1.312  -2.415  -4.889
H  3.818  -2.730  -2.674
H  0.841  -5.326  0.016
H  -4.969  -1.299  -3.138
H  0.953  5.789  -3.299
H  3.996  5.436  -3.240
H  -2.891  7.716  -4.475
H  -4.504  -0.243  1.842
H  -0.440  1.023  8.392
H  0.694  -3.250  3.946
H  -2.049  8.357  -3.178
H  -1.500  1.165  -5.659
H  2.166  7.902  -3.980
H  1.334  1.033  2.252
H  -3.425  -2.260  0.972
H  -3.724  -2.354  -4.984
H  1.220  7.166  -5.277
H  -0.044  -8.188  -0.340
H  -7.481  -2.418  0.734
H  1.860  -0.078  0.025
H  1.316  -4.701  6.933
H  2.243  -1.810  -4.977
H  -1.208  1.622  -1.056
H  0.444  0.016  -5.196
H  2.681  -0.191  6.552
H  -6.655  -0.254  0.574
H  2.101  4.242  -1.211
H  1.381  -3.548  -2.034
H  7.094  0.376  -1.292
H  -0.633  6.183  -5.934
H  -1.927  3.064  1.578
H  2.964  5.838  -1.278
H  1.948  -1.987  1.464
H  -1.475  3.757  0.282
H  2.143  -4.938  -3.778
H  -1.876  1.091  -3.214
H  -4.769  4.584  -1.324
H  3.572  2.213  7.797
H  -1.618  -0.509  -7.443
H  -5.767  -1.189  2.546
H  -0.450  4.701  -4.810
H  0.891  -4.023  2.280
H  0.832  2.467  8.829
H  -2.453  -2.141  -7.127
H  2.815  -1.677  8.507
H  -0.888  -6.824  0.509
H  -9.022  -6.248  -2.665
H  2.222  2.810  9.792
H  5.599  -4.350  -1.885
H  -0.828  -6.983  -1.300
H  -3.755  6.358  -2.747
H  0.875  -6.043  -2.500
H  3.464  -5.289  0.118
H  0.716  0.825  -0.872
H  5.180  6.224  -1.356
H  -1.406  9.750  -5.162
H  2.905  -1.614  -1.671
H  -1.282  6.076  -1.704
H  4.269  -6.442  -1.059
H  1.396  -1.223  -3.567
H  -3.121  4.096  -0.846
H  3.400  3.738  -3.283
H  -2.018  5.354  -5.286
H  6.423  2.736  -0.500
H  -0.305  1.131  2.871
H  3.563  2.223  -1.507
H  6.406  5.746  0.880
H  -0.678  -0.288  7.197
H  -5.337  -0.606  -0.505
H  0.163  -1.261  -6.407
H  -0.776  -1.242  2.714
H  -7.878  -7.019  -1.613
H  2.572  3.533  7.400
H  -6.321  -5.615  0.079
H  -4.709  -4.562  -1.390
H  4.211  -2.612  0.288
H  -8.697  -4.052  -1.619
H  5.451  0.004  -1.660
H  0.738  2.615  0.321
H  2.172  -3.659  3.321
H  -3.282  1.259  -5.822
H  0.959  -2.757  -4.369
H  1.011  9.632  -5.142
H  5.183  4.040  -3.314
H  5.724  -4.455  -0.130
H  -1.015  8.438  -6.169
H  -4.290  -2.852  -1.050
H  1.880  -3.728  -0.458
H  -3.584  5.616  -0.471
H  5.410  -2.244  -0.829
H  -4.189  0.967  -2.252
H  1.755  -1.238  2.998
H  3.359  -6.220  -3.581
H  1.800  -2.589  6.429
H  5.596  4.257  0.831
H  6.381  4.982  -1.516
H  0.882  2.121  6.208
H  -3.395  -0.742  -7.366
H  2.039  5.392  1.013
H  0.426  -4.329  8.410
H  3.857  -4.474  -3.575
H  -7.260  -4.674  -2.284
H  2.257  -4.198  8.368
H  5.945  0.288  0.045
H  2.414  1.921  5.640
H  -1.959  -5.426  -1.167
H  0.250  9.505  -3.627
H  1.695  -6.783  0.353
H  1.984  -7.186  -2.140
H  -4.462  -4.631  1.095
H  4.006  6.831  0.869
H  -0.687  -2.008  1.154
H  -3.519  4.784  -3.408
H  6.208  2.412  -2.161
H  4.157  2.787  0.051
H  0.314  7.271  -2.429
H  -0.710  -0.667  8.949
H  -2.060  0.349  1.617
H  1.035  -0.180  5.923
H  0.193  -2.299  7.005
H  -2.746  1.833  -0.362
H  0.576  -0.965  -0.712
H  1.224  -1.857  9.325
H  -4.950  1.007  -3.763
H  -5.653  -3.220  -2.192
H  -5.875  -3.970  1.936
H  -2.937  2.327  -3.881
H  -7.638  -4.797  0.789
H  -7.355  -2.014  -0.974
H  0.521  3.507  1.795



2.
DFT (ωB97M-V/def2-TZVPD) results for a 9-piece molecular cluster, C64H143N8O10 overall at a distorted geometry.

Properties
highest occupied orbital energy	-21.851	eV
charge	+7
gap between HOMO and LUMO	5.29	eV

CARTESIAN COORDINATES (ANGSTROEM)
O  5.697  -3.727  22.655
O  9.425  -3.954  16.575
O  9.309  1.560  17.238
O  8.402  -2.496  20.394
O  13.518  -11.595  25.011
O  13.574  -2.857  22.978
O  3.706  -1.990  18.790
O  8.622  -7.230  17.964
O  11.866  -4.611  25.800
O  9.418  -4.338  19.621
N  8.177  -7.299  19.325
N  16.352  -4.063  22.144
N  13.754  -10.991  23.724
N  6.220  -1.954  16.776
N  10.389  1.234  20.149
N  10.681  -4.193  16.054
N  12.922  -3.982  28.424
N  5.448  -2.981  23.766
C  6.646  -6.406  21.030
C  13.998  -9.846  21.130
C  13.630  -12.973  22.054
C  11.303  -1.728  16.111
C  5.919  -3.275  16.000
C  5.148  -1.124  26.125
C  14.354  -4.441  27.927
C  7.740  -1.793  24.015
C  7.294  -7.322  22.124
C  9.222  -3.430  20.438
C  14.511  -11.911  22.756
C  6.264  -2.163  26.065
C  12.748  -3.351  15.076
C  13.283  -4.807  14.807
C  9.194  2.055  19.634
C  10.780  0.050  19.288
C  15.001  -10.986  21.643
C  12.085  -5.749  14.632
C  7.183  -4.124  25.089
C  8.982  -8.126  20.356
C  3.009  -2.614  23.161
C  11.409  -6.320  16.961
C  3.951  -1.670  25.276
C  12.523  -3.320  17.598
C  14.888  -4.266  21.659
C  12.901  -9.748  23.465
C  4.898  -1.128  16.771
C  6.678  -2.735  24.659
C  4.522  -0.678  22.926
C  16.983  -2.721  21.648
C  6.431  -5.626  18.709
C  10.156  0.739  21.618
C  16.434  -3.922  23.690
C  15.667  -5.024  24.565
C  11.801  -2.958  30.515
C  8.772  -7.473  21.768
C  15.764  -12.542  23.450
C  11.007  -5.677  15.654
C  13.971  -2.999  21.603
C  9.270  2.564  18.215
C  10.282  -3.388  21.518
C  9.740  -6.304  14.977
C  13.484  -1.513  23.376
C  10.491  -7.922  20.040
C  5.676  -8.023  19.329
C  17.015  -2.602  20.104
C  17.318  -5.221  21.725
C  7.369  -1.170  16.076
C  14.925  -5.688  28.633
C  12.768  -8.908  24.671
C  6.737  -2.115  18.184
C  12.555  -2.688  27.646
C  13.039  -3.591  29.899
C  6.692  -6.883  19.526
C  13.633  -8.935  22.316
C  11.588  2.190  20.303
C  11.812  -5.698  26.781
C  8.646  -9.690  20.317
C  3.602  -1.718  17.434
C  11.610  -5.060  24.460
C  11.787  -5.040  28.253
C  11.812  -3.099  16.232
C  11.542  -10.282  23.074
C  4.246  -2.006  23.787
H  12.783  -0.964  22.747
H  5.908  -5.913  17.797
H  13.169  -4.198  17.606
H  6.039  -2.705  18.779
H  11.610  -0.601  19.563
H  12.863  -2.561  26.608
H  3.320  -2.599  16.857
H  3.413  -2.342  25.946
H  9.429  -5.775  14.077
H  5.511  -0.278  23.149
H  17.499  -4.036  23.890
H  2.827  -0.958  17.334
H  15.832  -10.428  22.073
H  15.903  -4.801  25.606
H  10.730  -1.526  15.207
H  9.345  -10.304  20.885
H  13.777  -8.801  25.071
H  11.944  2.487  19.316
H  13.175  -10.332  20.606
H  10.661  -6.867  19.826
H  12.125  -9.300  25.459
H  15.006  -3.567  27.938
H  11.808  -4.266  23.740
H  11.770  -3.576  18.344
H  10.884  -2.479  21.534
H  2.605  -3.483  23.680
H  11.494  -1.960  30.203
H  10.824  -9.462  23.080
H  12.472  -6.327  17.203
H  14.027  -13.416  21.141
H  16.404  -1.952  22.159
H  6.774  -8.275  22.216
H  12.278  -2.913  14.195
H  7.713  -0.437  16.805
H  8.600  3.363  17.900
H  8.860  -6.214  15.614
H  11.166  0.502  18.375
H  14.579  -9.370  20.339
H  7.331  -5.096  18.399
H  2.854  -1.774  19.175
H  7.531  -0.727  23.924
H  10.825  -5.973  17.812
H  10.520  -1.634  16.863
H  11.902  -5.841  28.983
H  16.969  -6.191  22.080
H  17.192  -1.545  19.904
H  7.025  -0.649  15.182
H  7.511  -4.754  24.262
H  8.515  1.771  16.742
H  7.120  -5.433  21.161
H  9.211  -8.188  22.464
H  11.034  -8.577  19.359
H  13.209  -13.689  22.760
H  9.895  -7.354  14.729
H  6.841  -1.140  18.659
H  7.926  -4.129  25.886
H  7.227  -6.898  23.127
H  14.390  -5.091  22.170
H  4.557  -0.754  21.839
H  15.875  -5.922  28.151
H  12.958  -8.159  21.957
H  10.574  -5.365  24.313
H  14.437  -2.147  21.109
H  12.351  -6.805  14.605
H  11.712  -5.640  13.614
H  8.172  -1.855  15.803
H  13.288  -4.492  30.460
H  13.056  -3.183  21.039
H  3.146  -0.936  25.319
H  13.847  -5.120  15.686
H  15.479  -13.405  24.052
H  4.642  -7.732  19.515
H  11.569  -2.267  27.839
H  14.062  -4.927  14.054
H  5.389  -3.835  16.770
H  15.082  -4.577  20.632
H  5.673  -4.996  19.174
H  11.316  3.047  20.919
H  7.128  -1.933  26.689
H  10.893  -6.274  26.666
H  9.248  0.162  21.793
H  8.569  -9.994  19.273
H  16.371  -12.985  22.661
H  12.269  -5.892  24.209
H  11.034  0.215  21.996
H  17.343  -5.092  20.643
H  10.886  -4.504  28.553
H  7.942  -2.161  23.009
H  6.885  -3.697  15.720
H  5.103  -0.095  17.052
H  14.252  -6.535  28.765
H  14.435  -8.324  22.730
H  7.674  -10.057  20.646
H  16.154  -5.987  24.411
H  17.699  -3.231  19.534
H  11.000  -4.207  21.566
H  18.303  -5.107  22.180
H  13.270  -1.962  28.035
H  5.358  -3.108  15.081
H  3.042  -2.857  22.099
H  13.565  -2.681  15.343
H  16.094  -2.843  19.572
H  4.583  -0.983  15.737
H  15.415  -11.596  20.840
H  4.818  -0.881  27.135
H  7.739  -2.536  18.096
H  18.016  -2.667  21.989
H  14.212  -4.676  26.872
H  12.034  -0.950  16.335
H  8.411  1.337  19.882
H  11.561  -10.687  22.062
H  11.014  -8.129  20.974
H  5.586  -0.270  25.608
H  13.929  -2.977  30.037
H  12.702  -12.528  21.696
H  16.102  -2.955  24.070
H  5.894  -2.967  26.702
H  9.881  -0.501  19.011
H  12.679  -6.315  26.548
H  13.185  -2.529  17.952
H  8.677  -1.880  24.564
H  5.929  -8.807  20.044
H  16.368  -11.875  24.066
H  8.977  2.891  20.299
H  10.228  3.065  18.079
H  11.253  -7.397  17.016
H  13.179  -1.561  24.422
H  3.847  0.159  23.104
H  10.044  1.667  22.179
H  6.358  -4.749  25.433
H  15.146  -5.404  29.662
H  5.598  -6.253  21.289
H  9.795  -3.410  22.493
H  12.424  -7.899  24.446
H  14.620  -4.907  24.286
H  2.262  -1.822  23.214
H  14.431  -0.997  23.532
H  10.970  -3.656  30.407
H  12.397  1.666  20.812
H  9.326  -6.540  21.876
H  5.712  -8.366  18.295
H  11.215  -11.012  23.814
H  12.039  -2.778  31.563